Density functional theory data (ωB97M-V/def2-TZVPD) for a single C3H7NO2S molecule in a non-equilibrium geometry.

Properties
E in eV: -19643.2393
Net charge: 0
HOMO-LUMO gap in eV: 9.663
Largest force on an atom in eV/A: 4.37
Multiplicity: 1
Highest occupied orbital energy in eV: -8.989

Geometry (Å):
C (0.252, 1.202, 0.318)
H (1.197, -0.143, -0.821)
H (2.330, 0.940, 0.983)
N (0.254, -0.137, -0.337)
C (1.709, 1.716, 0.523)
S (-1.219, -0.540, -1.079)
H (-0.887, -2.681, -0.105)
C (-1.633, -1.863, 0.164)
O (-1.014, -1.195, -2.323)
H (2.101, 2.026, -0.518)
H (1.623, 2.446, 1.229)
O (-0.746, 1.790, 0.614)
H (-2.571, -2.244, 0.290)
H (-1.396, -1.316, 1.061)



Density functional theory data (ωB97M-V/def2-TZVPD) for a molecular structure, C39H46BrCoN7O3S in a non-equilibrium geometry.

Properties
E in eV: -176268.3505
Net charge: 0
HOMO-LUMO gap (alpha / beta) in eV: 6.981 / 7.103
Largest force on an atom in eV/A: 1.72
Multiplicity: 4
Highest occupied orbital energy (alpha / beta) in eV: -6.667 / -6.791

Geometry (Å):
C (-1.305, 1.237, 5.714)
H (4.032, 0.285, 1.884)
H (-2.053, -5.458, 1.363)
C (3.373, -0.113, 1.102)
C (-1.734, 1.067, 4.409)
C (-2.770, 5.352, 1.028)
N (-2.441, 5.112, -3.444)
C (-1.117, -1.340, -2.797)
C (0.202, -1.076, 2.221)
H (-0.403, -1.888, 5.456)
H (3.965, 1.196, -3.105)
H (-5.840, 4.039, 1.590)
C (-4.003, 2.945, 1.630)
H (1.079, -3.671, -1.104)
H (-3.535, -0.611, -1.883)
H (-3.379, -5.151, -0.697)
H (-0.538, -3.703, 2.134)
C (1.949, 1.772, 1.419)
N (-1.492, -0.998, -1.428)
Br (-2.555, 1.952, -6.080)
C (-4.146, 5.293, 1.184)
H (-3.358, 4.726, -5.236)
C (-1.737, -2.188, -0.645)
H (2.359, -4.333, -2.998)
H (-4.455, 1.992, 1.861)
H (2.422, 2.106, 2.352)
H (-0.320, -2.082, -2.778)
C (-1.150, -3.532, 1.262)
H (3.434, -1.199, 1.116)
O (-0.221, 1.724, -1.149)
C (-2.668, -0.130, -1.414)
C (-1.224, 1.869, 3.408)
H (-2.922, 0.106, -0.384)
C (-2.693, 4.330, -4.478)
C (-0.308, 2.865, 3.703)
C (1.307, -0.789, 4.788)
C (5.112, -1.312, -2.853)
H (0.916, 2.106, 1.407)
H (4.006, -4.224, -2.360)
O (0.540, 3.791, -0.766)
H (-2.441, 0.792, -1.948)
C (-2.576, -3.198, -1.080)
N (-0.220, -1.281, 0.944)
H (0.066, 3.512, 2.927)
H (2.114, 0.493, -1.977)
H (-1.960, -1.731, -3.378)
C (1.954, -3.105, -0.772)
N (1.894, -0.466, -1.721)
H (1.610, -2.258, -0.185)
N (2.735, -2.621, -1.884)
C (-0.362, 2.206, 6.012)
S (-1.660, 1.483, 1.679)
Co (0.330, -0.034, -0.390)
H (-4.741, 6.186, 1.073)
H (5.602, -1.600, -3.786)
H (-3.130, -3.088, -2.001)
C (-0.133, 2.965, -1.370)
H (2.461, 2.230, 0.575)
H (5.150, -2.145, -2.159)
C (1.378, -0.320, 2.429)
C (-1.022, 3.429, -2.519)
C (-2.006, 4.204, 1.159)
H (-1.692, 0.603, 6.500)
H (-2.453, 0.306, 4.145)
H (0.851, 3.795, 5.236)
C (-1.986, -4.532, 0.812)
H (2.829, 0.364, 3.842)
H (3.733, 0.248, 0.140)
H (2.616, 0.554, -4.076)
H (-0.004, 2.326, 7.026)
C (3.638, 0.372, -3.751)
C (0.124, 3.028, 5.008)
H (-1.458, 5.348, -1.662)
H (-0.744, -0.451, -3.298)
C (2.750, -1.302, -2.207)
H (-2.292, 6.295, 0.805)
O (-2.666, 0.416, 1.773)
C (-2.142, 3.062, -4.586)
N (3.738, -0.923, -3.110)
C (-1.049, -2.307, 0.581)
C (1.915, -0.194, 3.697)
C (-1.634, 4.678, -2.493)
C (-4.766, 4.089, 1.476)
H (4.278, 0.358, -4.633)
H (-1.435, -2.010, 3.234)
H (5.673, -0.478, -2.414)
C (-2.632, 3.011, 1.474)
H (1.748, -0.706, 5.770)
H (3.510, -3.207, -3.732)
C (-0.460, -1.567, 3.359)
H (-0.824, 1.626, -3.670)
C (0.103, -1.452, 4.610)
N (1.987, 0.316, 1.278)
H (2.576, -3.758, -0.156)
C (-1.285, 2.600, -3.603)
C (3.186, -3.647, -2.794)
H (-0.942, 4.232, 0.986)
C (-2.722, -4.368, -0.350)



Question: multiplicity of number 1 (C3H7NO2S)?
Answer: 1



Question: Which value of multiplicity does entry 1 give?
Answer: 1



Question: Number 2 is which compound?
Answer: C39H46BrCoN7O3S



Copy entry 1 word for word.
Density functional theory data (ωB97M-V/def2-TZVPD) for a single C3H7NO2S molecule in a non-equilibrium geometry.

Properties
E in eV: -19643.2393
Net charge: 0
HOMO-LUMO gap in eV: 9.663
Largest force on an atom in eV/A: 4.37
Multiplicity: 1
Highest occupied orbital energy in eV: -8.989

Geometry (Å):
C (0.252, 1.202, 0.318)
H (1.197, -0.143, -0.821)
H (2.330, 0.940, 0.983)
N (0.254, -0.137, -0.337)
C (1.709, 1.716, 0.523)
S (-1.219, -0.540, -1.079)
H (-0.887, -2.681, -0.105)
C (-1.633, -1.863, 0.164)
O (-1.014, -1.195, -2.323)
H (2.101, 2.026, -0.518)
H (1.623, 2.446, 1.229)
O (-0.746, 1.790, 0.614)
H (-2.571, -2.244, 0.290)
H (-1.396, -1.316, 1.061)